Version 1
Density functional theory data (wB97M-V/def2-TZVPD) for the molecule C2H6O2.

The SMILES is OCCO. The highest occupied orbital energy is -10.300 eV. Its frontier orbital gap is 11.094 eV.

CARTESIAN COORDINATES (ANGSTROEM)
O (1.49, -0.88, -0.19)
O (-1.24, -0.88, -0.03)
C (0.86, 0.34, 0.16)
C (-0.57, 0.37, -0.30)
H (-0.68, 0.49, -1.42)
H (1.38, 1.18, -0.27)
H (-1.60, -0.84, 0.87)
H (-1.20, 1.22, 0.14)
H (0.75, -1.51, -0.19)
H (0.82, 0.51, 1.24)

=====

Version 2
Density functional theory data (wB97M-V/def2-TZVPD) for a cluster of 2 separate species, C2H6O2 in total.

The SMILES is CC=O.O. The highest occupied orbital energy is -10.340 eV. Its frontier orbital gap is 11.224 eV.

CARTESIAN COORDINATES (ANGSTROEM)
O (2.85, -0.38, -0.31)
O (0.13, 1.39, 0.21)
C (-0.80, 0.76, -0.21)
C (-1.36, -0.50, 0.40)
H (-1.37, 1.06, -1.11)
H (-0.64, -1.04, 1.01)
H (2.03, -0.26, 0.17)
H (-1.66, -1.17, -0.40)
H (2.98, 0.39, -0.86)
H (-2.16, -0.25, 1.10)

=====

Version 3
Density functional theory data (wB97M-V/def2-TZVPD) for a cluster of 2 separate species, C2H6O2 in total.

The highest occupied orbital energy (spin up / spin down) is -9.063 / -9.061 eV. Its frontier orbital gap (spin up / spin down) is 8.630 / 8.628 eV.

CARTESIAN COORDINATES (ANGSTROEM)
O (1.31, 0.85, -0.72)
O (-1.01, 0.91, -0.01)
C (-1.10, -0.47, -0.03)
C (0.28, -0.60, 0.45)
H (0.33, 1.17, -0.67)
H (1.06, -1.19, -0.03)
H (0.46, -0.26, 1.46)
H (-1.85, -0.89, 0.66)
H (-1.26, -0.92, -1.03)
H (1.76, 1.42, -0.08)

=====

Version 4
Density functional theory data (wB97M-V/def2-TZVPD) for a cluster of 3 separate species, C2H6O2 in total.

The highest occupied orbital energy is -9.129 eV. Its frontier orbital gap is 4.499 eV.

CARTESIAN COORDINATES (ANGSTROEM)
O (-2.10, 0.06, 0.52)
O (1.91, -0.46, 0.84)
C (0.12, -0.43, -1.08)
C (0.12, 0.90, -0.74)
H (-0.78, -1.02, -1.06)
H (-2.56, -0.04, 1.31)
H (1.08, -0.99, -0.91)
H (0.95, 1.69, -0.75)
H (2.10, -0.71, 1.71)
H (-0.75, 1.40, -0.27)

=====

Most stable pick: version 2. Distance to second place: 0.203 eV.

=====

Version 1
Density functional theory data (wB97M-V/def2-TZVPD) for the molecule C2H6O2.

The SMILES is OCCO. The highest occupied orbital energy is -9.842 eV. Its frontier orbital gap is 10.630 eV.

CARTESIAN COORDINATES (ANGSTROEM)
O (-1.23, 0.79, 0.01)
O (-0.39, -1.44, -0.18)
C (0.24, 0.65, 0.31)
C (0.71, -0.62, -0.44)
H (0.61, 1.61, -0.05)
H (1.66, -1.06, -0.06)
H (-1.82, 0.76, 0.79)
H (0.45, 0.49, 1.37)
H (0.89, -0.45, -1.52)
H (-1.12, -0.72, -0.23)

=====

Version 2
Density functional theory data (wB97M-V/def2-TZVPD) for the molecule C2H6O2.

The SMILES is OCCO. The highest occupied orbital energy is -10.232 eV. Its frontier orbital gap is 11.061 eV.

CARTESIAN COORDINATES (ANGSTROEM)
O (-1.43, -0.62, 0.58)
O (0.97, -0.95, -0.60)
C (-0.46, 0.39, 0.74)
C (0.50, 0.39, -0.44)
H (0.11, 0.25, 1.68)
H (-0.02, 0.73, -1.34)
H (-0.99, 1.35, 0.80)
H (-0.91, -1.41, 0.37)
H (1.35, 1.06, -0.25)
H (0.86, -1.20, -1.53)

=====

Most stable pick: version 2. Distance to second place: 0.719 eV.

=====

Version 1
Density functional theory data (wB97M-V/def2-TZVPD) for a structure of composition C27H23Br2EuF6N4O5S4Te.

The total charge is -1. The spin multiplicity is 8. The highest occupied orbital energy (spin up / spin down) is -1.663 / -2.826 eV. Its frontier orbital gap (spin up / spin down) is 3.276 / 4.676 eV.

CARTESIAN COORDINATES (ANGSTROEM)
Eu (-0.34, -1.57, -0.63)
Te (-2.84, -1.29, -2.68)
Br (2.84, -2.38, -2.02)
Br (-0.18, -1.98, -3.47)
S (-2.43, -4.39, -0.51)
S (-0.29, -3.94, 0.90)
S (-3.79, 1.89, -3.48)
S (0.08, 1.66, -2.79)
F (-0.30, -4.98, 3.30)
F (1.15, -5.88, 1.95)
F (-3.19, -2.05, 0.48)
F (1.52, -3.90, 2.79)
F (-4.16, -3.74, 1.48)
F (-4.77, -3.13, -0.53)
O (0.66, -3.80, -0.20)
O (-0.46, 0.66, -1.80)
O (-3.15, -5.41, -1.21)
O (-0.75, -2.62, 1.36)
O (-1.70, -3.40, -1.30)
N (5.28, 2.75, 6.73)
N (-1.50, -4.92, 0.65)
N (-1.79, 0.29, 0.74)
N (-2.67, 2.32, 1.04)
C (2.62, 1.97, -3.54)
C (0.57, -4.73, 2.31)
C (-0.76, 0.08, 3.03)
C (-3.71, -3.29, 0.29)
C (3.03, 2.35, 4.13)
C (-3.83, 0.09, -5.32)
C (-0.57, 0.78, 4.22)
C (2.38, 1.80, 3.04)
C (1.58, 0.88, -3.50)
C (2.13, 0.04, 1.41)
C (-1.81, 2.72, 3.40)
C (1.43, -0.40, 0.44)
C (-3.49, 0.24, -3.97)
C (4.12, 1.68, 4.69)
C (-2.00, 2.02, 2.24)
C (1.11, 2.86, -1.82)
C (-4.32, 1.29, -5.91)
C (2.18, -2.56, -3.82)
C (-4.36, 2.33, -5.04)
C (-1.07, 2.07, 4.40)
C (-1.45, 0.72, 2.02)
C (4.77, 2.24, 5.80)
C (2.58, 2.61, -2.15)
C (4.55, 0.46, 4.17)
C (2.81, 0.57, 2.49)
C (3.91, -0.09, 3.08)
C (-2.51, 1.27, 0.22)
H (3.18, 3.53, -2.09)
H (1.30, 0.44, -4.47)
H (-4.62, 1.33, -6.97)
H (-4.71, 3.34, -5.23)
H (3.02, 1.91, -1.41)
H (0.85, 2.71, -0.76)
H (2.18, -3.61, -4.12)
H (-3.72, -0.87, -5.84)
H (4.20, -1.05, 2.66)
H (1.51, 2.29, 2.60)
H (-0.38, -0.93, 2.87)
H (2.70, 3.29, 4.58)
H (-0.02, 0.30, 5.04)
H (3.62, 1.57, -3.79)
H (1.87, 0.10, -2.79)
H (-0.87, 2.58, 5.34)
H (-2.21, 3.73, 3.54)
H (-2.95, 1.24, -0.77)
H (0.77, 3.86, -2.16)
H (2.64, -1.81, -4.49)
H (5.40, -0.05, 4.64)
H (2.37, 2.72, -4.33)
H (-3.21, 3.18, 0.86)

=====

Version 2
Density functional theory data (wB97M-V/def2-TZVPD) for a structure of composition C27H23Br2EuF6N4O5S4Te.

The total charge is -1. The spin multiplicity is 8. The highest occupied orbital energy (spin up / spin down) is -3.467 / -3.491 eV. Its frontier orbital gap (spin up / spin down) is 5.331 / 5.354 eV.

CARTESIAN COORDINATES (ANGSTROEM)
Eu (1.43, -0.06, 0.37)
Te (4.77, 0.64, -0.38)
Br (1.11, 2.62, -2.76)
Br (-2.16, 2.56, -2.53)
S (1.32, -0.31, 3.48)
S (2.54, -2.64, 2.66)
S (4.86, 1.55, -3.57)
S (2.80, -1.93, -2.43)
F (1.56, -4.87, 1.68)
F (1.16, 0.54, 6.13)
F (0.06, -3.46, 2.45)
F (-0.10, 1.61, 4.64)
F (-0.71, -0.40, 5.41)
F (1.27, -4.68, 3.87)
O (2.35, -0.67, -1.71)
O (3.82, -3.17, 3.00)
O (2.21, 0.73, 3.05)
O (0.23, -0.44, 2.45)
O (2.37, -2.12, 1.27)
N (2.03, -1.70, 3.83)
N (0.44, 4.58, 1.59)
N (0.41, 2.40, 1.08)
N (-8.15, -3.52, 1.06)
C (-4.05, -1.16, 0.29)
C (-0.94, 4.20, 1.66)
C (1.94, -3.55, -2.05)
C (-7.07, -3.28, 0.75)
C (-3.45, -3.45, -0.33)
C (0.52, -3.35, -2.42)
C (-4.71, -3.87, 0.03)
C (-3.10, -2.08, -0.11)
C (5.04, 3.40, -1.62)
C (0.50, -2.59, -3.78)
C (-3.34, 4.00, 2.09)
C (-5.32, -1.61, 0.59)
C (-5.72, -2.92, 0.42)
C (-1.79, -1.75, -0.49)
C (-0.57, -1.61, -0.65)
C (-0.89, 2.75, 1.38)
C (-2.05, 2.00, 1.49)
C (5.25, 3.24, -3.94)
C (-0.54, 3.56, -3.17)
C (4.75, 2.04, -1.85)
C (5.16, 4.08, -2.86)
C (1.80, -1.78, -3.94)
C (1.26, -4.00, 2.68)
C (-2.15, 4.77, 2.01)
C (1.14, 3.49, 1.23)
C (0.34, 0.37, 5.07)
C (-3.26, 2.61, 1.80)
H (-0.35, -1.85, -3.76)
H (2.41, -4.33, -2.68)
H (2.15, -3.88, -1.02)
H (5.52, 3.46, -4.96)
H (5.14, 5.16, -3.06)
H (2.42, -2.28, -4.77)
H (5.05, 3.82, -0.63)
H (-4.09, 1.95, 2.01)
H (-3.88, -0.11, 0.23)
H (-2.12, 0.90, 1.39)
H (0.97, 5.43, 1.90)
H (-2.70, -4.20, -0.68)
H (2.24, 3.55, 1.16)
H (-0.65, 3.58, -4.22)
H (0.31, -3.27, -4.64)
H (1.59, -0.69, -4.17)
H (-6.03, -0.88, 1.05)
H (-0.56, 4.60, -2.79)
H (-5.02, -4.93, 0.00)
H (-0.14, -4.22, -2.47)
H (-2.25, 5.81, 2.29)
H (-4.32, 4.39, 2.43)
H (-0.04, -2.78, -1.52)

=====

Most stable pick: version 2. Distance to second place: 0.203 eV.